Run 1
# C7H12

The molecule C7H12 (the ωB97M-V functional and the def2-TZVPD basis, the Open Molecules 2025 dataset).

Cartesian coordinates (Å):
C -2.61085 0.10910 -0.23691
C -1.46757 -0.62753 -0.81563
C -0.30447 0.27982 -1.05556
C 0.70832 -0.05287 0.05643
C 1.91620 -0.87923 -0.27769
C 2.05766 0.60091 -0.03773
C 0.08308 -0.23694 1.42643
H -3.18942 0.30219 -1.16119
H -2.41395 1.09173 0.22552
H -3.26522 -0.49948 0.39563
H -0.65373 -1.04981 1.39501
H 0.16277 0.05658 -2.02248
H -0.53433 1.36178 -1.00898
H 2.03090 -1.24791 -1.29326
H 2.29077 -1.55631 0.48601
H 2.25860 1.23906 -0.89502
H 2.52645 0.93592 0.88461
H -0.42998 0.67457 1.75811
H 0.83478 -0.50158 2.17670

Output
- HOMO energy (Eh) = -0.3004

=====

Run 2
# C7H12

The molecule C7H12 (the ωB97M-V functional and the def2-TZVPD basis, the Open Molecules 2025 dataset).

Cartesian coordinates (Å):
C -0.51673 -1.11016 2.82079
C -0.82730 0.21269 2.27185
C -0.93129 1.15751 1.52355
C -0.68861 1.70300 0.16682
C -0.05177 0.45665 -0.48558
C 0.47458 0.35890 -1.90981
C 1.00477 -1.08915 -2.04730
H -0.05708 -1.68275 2.00022
H -1.40298 -1.66072 3.14667
H 0.20622 -1.07532 3.63991
H -0.01267 2.56622 0.18046
H -1.61326 2.01614 -0.33203
H 0.78355 0.18346 0.16946
H -0.79116 -0.34439 -0.36632
H 1.27349 1.08853 -2.08844
H -0.31282 0.56157 -2.64540
H 2.06711 -1.12700 -2.30225
H 0.89442 -1.61866 -1.08968
H 0.45167 -1.67158 -2.78896

Output
- SMILES = CC#CCCCC
- HOMO energy (Eh) = -0.3384

=====

Tell me which of them is the least stable. Sure, it is run 1.

=====

Run 1
# C3H8NO2

A cluster of 2 separate species, C3H8NO2 in total (the ωB97M-V functional and the def2-TZVPD basis, the Open Molecules 2025 dataset).

Cartesian coordinates (Å):
C -0.95025 1.08689 0.15255
O -1.21658 -0.05701 -0.54876
C -1.55191 1.02211 1.57973
H -1.35404 1.96253 -0.35806
H 0.18048 1.29351 0.26029
H -1.39672 1.95297 2.17653
H -1.09842 0.15026 2.12298
H -2.62227 0.82208 1.47906
C 1.04299 -1.56149 -1.31067
N 2.32905 -1.08871 -1.07243
O 0.87506 -2.65072 -1.84969
H 0.20711 -0.86508 -0.95407
H 2.45927 -0.31785 -0.43658
H 3.09624 -1.74949 -1.24088

Output
- HOMO energy (Eh) = -0.1041
- charge = -1

=====

Run 2
# C3H8NO2

The ion C3H8NO2 with charge -1 (the ωB97M-V functional and the def2-TZVPD basis, the Open Molecules 2025 dataset).

Cartesian coordinates (Å):
N -1.45538 0.31805 -0.29676
C -0.04180 0.48399 0.13058
C 0.19998 -0.26737 1.47910
O -0.16743 -1.52671 1.46503
C 0.82464 -0.18853 -0.93206
O 0.66156 0.45426 -2.20403
H -1.47563 -0.66726 -0.57366
H -2.03097 0.38034 0.54038
H 0.21716 1.54047 0.22751
H 1.31092 -0.11086 1.73103
H -0.28283 0.40318 2.28199
H 1.86291 -0.13247 -0.58420
H 0.65626 -1.26585 -0.99340
H -0.27938 0.57876 -2.27152

Output
- SMILES = N[C@@H](C[O-])CO
- HOMO energy (Eh) = -0.0938
- charge = -1

=====

Run 3
# C3H8NO2

A structure of composition C3H8NO2 (the ωB97M-V functional and the def2-TZVPD basis, the Open Molecules 2025 dataset).

Cartesian coordinates (Å):
C 0.62239 1.98724 -1.12853
C 1.60563 1.34050 -0.50318
O 1.59546 0.88509 0.74167
H 0.71517 2.32746 -2.14379
H -0.31748 2.15992 -0.61742
H 2.54020 1.18345 -1.05800
H 0.95543 -0.06359 0.87246
N -1.51568 -1.80453 -0.21724
C -1.01786 -0.95931 0.92036
O 0.31803 -1.09901 1.12171
H -0.66673 -2.13487 -0.67837
H -1.93334 -2.64129 0.17114
H -1.29991 0.07828 0.70521
H -1.60130 -1.25934 1.81397

Output
- HOMO energy (Eh) = -0.1377
- charge = -1

=====

Tell me which of them is the least stable. Sure, it is run 2.

=====

Run 1
# C4H9NO

The molecule C4H9NO (the ωB97M-V functional and the def2-TZVPD basis, the Open Molecules 2025 dataset).

Cartesian coordinates (Å):
C -2.03667 0.83064 -0.18666
C -0.95117 0.30093 -1.11981
N 0.29199 0.28100 -0.37309
C 0.77796 -0.82271 0.00291
C 1.96167 -0.80520 0.93429
O 2.37015 0.49768 1.22533
H -2.20977 0.11905 0.62810
H -1.70814 1.77543 0.25738
H -2.98106 0.99555 -0.71317
H -1.22171 -0.69652 -1.50418
H -0.83082 0.97052 -1.97875
H 0.35366 -1.79811 -0.27934
H 2.78989 -1.38216 0.49579
H 1.65851 -1.33794 1.85186
H 1.73551 1.07183 0.75935

Output
- SMILES = CC/N=C/CO
- HOMO energy (Eh) = -0.3729

=====

Run 2
# C4H9NO

The molecule C4H9NO (the ωB97M-V functional and the def2-TZVPD basis, the Open Molecules 2025 dataset).

Cartesian coordinates (Å):
C 0.08838 0.52019 -1.53089
C 0.04579 0.04805 -0.09698
C -0.73760 -1.23808 0.14022
O -0.93199 -1.48437 1.50743
C 1.15233 0.39331 0.82224
N -0.16470 1.02014 0.97732
H 0.69313 1.42791 -1.63658
H 0.52525 -0.24577 -2.18205
H -0.92000 0.73690 -1.90308
H -1.69971 -1.16303 -0.39658
H -0.19549 -2.09362 -0.28030
H -1.07833 -0.60418 1.89793
H 1.96864 0.99931 0.43375
H 1.42685 -0.29091 1.62054
H -0.17264 1.97374 0.62733

Output
- SMILES = C[C@@]1(CO)CN1
- HOMO energy (Eh) = -0.3542

=====

Run 3
# C4H9NO

The molecule C4H9NO (the ωB97M-V functional and the def2-TZVPD basis, the Open Molecules 2025 dataset).

Cartesian coordinates (Å):
C 2.40063 1.00268 0.62479
C 1.15493 0.43400 0.03437
N 0.17097 0.05370 0.74647
C -0.44348 -1.10992 0.13235
O -1.82521 -1.21708 0.05667
C -2.56511 -0.08333 -0.33435
H 2.20612 1.89691 1.21630
H 2.79409 0.22899 1.29890
H 3.15006 1.18937 -0.14835
H 1.18400 0.21761 -1.04692
H 0.07898 -1.27315 -0.83677
H -0.13033 -1.93507 0.78264
H -3.39935 -0.43516 -0.95250
H -1.96647 0.63257 -0.91198
H -2.96982 0.42461 0.55154

Output
- SMILES = C/C=N/COC
- HOMO energy (Eh) = -0.3423

=====

Tell me which of them is the least stable. Sure, it is run 3.

=====

Run 1
# C4H9NO

The molecule C4H9NO (the ωB97M-V functional and the def2-TZVPD basis, the Open Molecules 2025 dataset).

Cartesian coordinates (Å):
C 0.36894 -1.67642 0.17759
C -0.67164 -0.59082 0.14142
O -0.91488 -0.33658 1.51609
C -0.07216 0.54292 -0.69111
C -0.16212 1.93817 -0.25430
N 1.11464 1.22266 -0.17356
H 0.08074 -2.34588 1.06702
H 0.48838 -2.15456 -0.80439
H 1.29894 -1.17195 0.46818
H -1.61348 -0.87733 -0.36234
H -0.63584 -1.20414 1.90363
H -0.08750 0.33172 -1.76691
H -0.62914 2.09387 0.71164
H -0.29503 2.71755 -0.99979
H 1.73014 1.51078 -0.93318

Output
- SMILES = C[C@@H](O)[C@H]1CN1
- HOMO energy (Eh) = -0.3499

=====

Run 2
# C4H9NO

The molecule C4H9NO (the ωB97M-V functional and the def2-TZVPD basis, the Open Molecules 2025 dataset).

Cartesian coordinates (Å):
C -1.33717 0.05675 0.99646
C -0.20877 -0.40582 0.08585
C -0.56038 -0.39188 -1.39410
N 0.97580 0.44899 0.28955
C 2.31829 -0.04314 -0.13860
O 1.84991 0.05074 1.29862
H -2.20216 -0.60494 0.89283
H -1.66567 1.06995 0.72933
H -1.02409 0.05363 2.04522
H 0.14737 -1.39779 0.37343
H 0.32285 -0.67425 -1.97433
H -0.90650 0.59712 -1.71880
H -1.36089 -1.11031 -1.59370
H 0.76994 1.44409 0.37755
H 2.88146 0.90685 -0.26930

Output
- HOMO energy (Eh) = -0.2891

=====

Tell me which of them is the least stable. Sure, it is run 2.

=====

Run 1
# C4H9NO

A structure of composition C4H9NO (the ωB97M-V functional and the def2-TZVPD basis, the Open Molecules 2025 dataset).

Cartesian coordinates (Å):
C 1.26984 1.34812 0.64464
N 0.20498 0.67711 0.28205
C -0.58674 -0.28928 1.07075
C -1.45159 -0.52148 -0.20333
O -1.48504 -1.83884 -0.70127
C -0.51132 0.45336 -0.83425
H 1.62932 1.24049 1.65807
H 2.17187 -0.31801 -0.90225
H 1.73363 2.02147 -0.06374
H -1.06593 0.17658 1.93532
H 0.01202 -1.15358 1.37087
H -2.50035 -0.22800 -0.08912
H -0.59887 -2.01897 -1.04713
H 1.61599 -0.55021 -1.35629
H -0.43780 1.00125 -1.76433

Output
- HOMO energy (Eh) = -0.2670

=====

Run 2
# C4H9NO

A cluster of 2 separate species, C4H9NO in total (the ωB97M-V functional and the def2-TZVPD basis, the Open Molecules 2025 dataset).

Cartesian coordinates (Å):
C -1.55997 -2.47231 -4.09467
C -1.69031 -1.40155 -4.86997
N -1.91691 -0.06001 -4.51839
H -1.39969 -2.66163 -3.04113
H -1.18737 -3.34272 -4.63348
H -1.93598 -1.63626 -5.90864
H -2.77541 0.41281 -4.30179
H -1.41071 0.64134 -5.05212
C 2.43429 1.07427 5.09799
C 1.43178 2.17032 5.29817
O 1.28359 2.71441 6.34863
H 1.88818 0.13870 5.21597
H 2.93587 1.08744 4.12715
H 3.26066 1.14754 5.80482
H 0.64197 2.18764 4.52747

Output
- SMILES = C=CN.CC=O
- HOMO energy (Eh) = -0.3330

=====

Tell me which of them is the least stable. Sure, it is run 1.

=====

Run 1
# C4H9NO

The molecule C4H9NO (the ωB97M-V functional and the def2-TZVPD basis, the Open Molecules 2025 dataset).

Cartesian coordinates (Å):
C 0.90076 1.82185 0.05511
C 0.30831 0.69142 -0.80039
O 0.55878 0.69155 -1.99155
N -0.28177 -0.35497 -0.17706
C -0.69263 -0.28781 1.21036
C -0.25634 -1.64569 -0.80713
H 1.52960 1.26940 0.75363
H 0.12009 2.29246 0.65713
H 1.35803 2.56410 -0.57909
H -1.63619 0.25429 1.28583
H -1.01102 -1.26926 1.56340
H 0.07383 0.06739 1.89534
H -1.28897 -2.03845 -0.83843
H 0.32889 -2.45548 -0.36276
H -0.01138 -1.60078 -1.86439

Output
- SMILES = CC(=O)N(C)C
- HOMO energy (Eh) = -0.3386

=====

Run 2
# C4H9NO

The molecule C4H9NO (the ωB97M-V functional and the def2-TZVPD basis, the Open Molecules 2025 dataset).

Cartesian coordinates (Å):
C 2.39534 0.89841 0.49411
C 1.09563 0.48023 -0.07518
N 0.08311 0.21104 0.67129
C -0.38981 -1.02701 0.10761
O -1.73839 -1.24249 -0.13123
C -2.55099 -0.12770 -0.42772
H 2.20644 1.75864 1.12958
H 2.77501 0.08782 1.13545
H 3.13688 1.10039 -0.27929
H 1.03059 0.38822 -1.17205
H 0.36864 -1.19707 -0.72772
H -0.06382 -1.80513 0.80277
H -3.35510 -0.48635 -1.07849
H -1.99745 0.67226 -0.93447
H -2.99609 0.28873 0.48534

Output
- SMILES = C/C=N/COC
- HOMO energy (Eh) = -0.3362

=====

Tell me which of them is the least stable. Sure, it is run 2.